No. 1
Computed, not measured: a 3-piece molecular cluster, C5H11NO overall, with ωB97M-V with the def2-TZVPD basis set.

The geometry in XYZ format:
```
18
Properties=species:S:1:pos:R:3
C -2.13732 -0.45838 -0.86116
C -1.58664 0.73370 -1.06804
C 1.15993 0.65641 0.38136
C 0.61115 1.33208 1.60162
N 1.60601 -0.53641 0.40909
C 2.02344 -1.03662 -0.84263
O 2.63623 -0.41744 -1.67764
H -1.97694 -1.28506 -1.55134
H -0.89460 -2.35574 0.74742
H -2.77065 -0.65464 0.00275
H -0.95353 0.92466 -1.93359
H -1.75309 1.56385 -0.38177
H 1.13988 1.21238 -0.56458
H 0.15581 2.29428 1.35271
H -0.14475 0.68813 2.06083
H 1.39839 1.49822 2.34358
H -0.24266 -2.06822 0.96501
H 1.72934 -2.09120 -0.98361
```

Properties
LUMO level	0.4202	eV
gap between HOMO and LUMO	10.433	eV
multiplicity	1
SMILES	C/C=N/C=O.[H][H].C=C
ΔE to the lowest compared entry with this formula, charge and spin	75.4	kcal per mole

***

No. 2
Computed, not measured: a 20-piece molecular cluster, C23H28Cl57N2OS overall in a non-equilibrium geometry, with ωB97M-V with the def2-TZVPD basis set.

The geometry in XYZ format:
```
112
Properties=species:S:1:pos:R:3
N 7.77427 -3.95505 0.84386
C 7.27301 -2.80618 -0.00558
C 6.83791 -1.53553 0.89112
C 5.29116 -1.52078 1.36133
S 4.57516 -3.19218 1.76209
N 4.36423 -4.16909 0.31818
C 3.76121 -3.44838 -0.63736
O 3.66607 -2.79593 -1.71396
H 7.02817 -4.66199 0.99392
H 8.56588 -4.34525 0.30493
H 8.20104 -2.46171 -0.62634
H 6.48715 -3.12593 -0.78975
H 7.49924 -1.52385 1.84874
H 6.99750 -0.57258 0.25532
H 4.58174 -0.93949 0.64362
H 5.25720 -0.91471 2.35962
H 5.60570 -3.83256 2.49410
C 1.00404 -0.76594 1.42368
Cl 1.94693 0.30394 2.47273
Cl 1.95840 -2.18449 0.94814
Cl -0.48723 -1.26754 2.23053
H 0.73837 -0.21426 0.52216
C 5.85834 2.44179 2.69446
Cl 4.83203 1.29984 3.57836
Cl 7.51665 2.39114 3.30751
Cl 5.82514 2.09291 0.95868
H 5.46361 3.44537 2.84978
C -1.02787 -4.71536 0.78601
Cl 0.68055 -4.83365 0.33155
Cl -2.04488 -4.57300 -0.65412
Cl -1.51152 -6.11520 1.75357
H -1.16075 -3.81827 1.38964
C 2.27702 4.13919 3.67697
Cl 1.71581 4.24258 5.35178
Cl 1.01554 4.68358 2.56333
Cl 3.75420 5.09121 3.45525
H 2.50409 3.09695 3.45503
C -4.84446 -7.18662 -1.38394
Cl -5.50566 -7.11065 0.25614
Cl -5.22309 -8.74260 -2.13526
Cl -5.46675 -5.85230 -2.36721
H -3.76092 -7.09007 -1.32167
C 5.00731 8.53962 2.06859
Cl 3.71484 8.55645 3.27725
Cl 5.93763 10.04246 2.13392
Cl 6.06889 7.14103 2.30912
H 4.55304 8.45951 1.08153
C -7.58792 -9.53211 -5.67509
Cl -6.31082 -10.26045 -6.66102
Cl -6.94842 -8.17901 -4.73055
Cl -8.93289 -8.99867 -6.69498
H -7.96035 -10.28729 -4.98375
C -4.30853 -2.12329 -2.89406
Cl -3.35648 -1.05600 -1.84989
Cl -3.35700 -3.53903 -3.36924
Cl -5.79973 -2.61974 -2.07977
H -4.57635 -1.57231 -3.79493
C -3.17626 5.47734 2.50273
Cl -3.85171 3.84267 2.49347
Cl -2.67963 5.93454 4.13736
Cl -1.81087 5.59263 1.38375
H -3.94990 6.17001 2.17234
C 1.02988 5.46889 -1.38937
Cl 2.03967 4.06508 -1.00551
Cl 1.60987 6.90474 -0.53188
Cl 1.00252 5.75494 -3.13577
H 0.01350 5.26000 -1.05952
C -1.50099 -10.74596 -1.18129
Cl -2.46717 -11.63031 0.00853
Cl -1.41312 -11.64459 -2.70310
Cl -2.17371 -9.13063 -1.45124
H -0.49065 -10.63568 -0.78914
C -7.54618 4.35999 1.80095
Cl -9.11490 4.59562 1.01726
Cl -6.31350 5.38065 1.04369
Cl -7.66097 4.70162 3.53417
H -7.25244 3.31835 1.67490
C 7.81481 10.73528 5.91634
Cl 7.13960 10.80062 7.55091
Cl 7.46104 9.17469 5.15914
Cl 7.18459 12.06295 4.92997
H 8.89639 10.84450 5.98747
C -3.37482 6.77070 -2.35629
Cl -4.39491 5.62755 -1.46649
Cl -1.71304 6.73196 -1.74470
Cl -3.40799 6.41240 -4.08809
H -3.77244 7.77381 -2.20563
C -5.84658 7.99764 6.40535
Cl -6.37594 7.08816 4.98064
Cl -6.42273 7.22072 7.88730
Cl -4.08347 8.15097 6.42939
H -6.27639 8.99736 6.35297
C -1.86311 -7.04198 5.88856
Cl -2.42620 -7.93636 4.46881
Cl -2.43869 -7.80899 7.37527
Cl -0.09626 -6.92777 5.89123
H -2.27183 -6.03317 5.84261
C 8.32742 -4.42707 -3.43333
Cl 9.26544 -3.36350 -2.36954
Cl 9.28871 -5.83319 -3.90809
Cl 6.82719 -4.93994 -2.64404
H 8.06788 -3.86944 -4.33261
C -10.19350 -8.63916 -10.44105
Cl -11.19930 -7.67728 -9.34713
Cl -11.06712 -10.07921 -10.98438
Cl -9.67525 -7.66675 -11.82611
H -9.30617 -8.96125 -9.89679
C -0.91945 8.78737 -6.71922
Cl -0.48680 7.49377 -5.59096
Cl -1.90905 10.01183 -5.91049
Cl 0.53446 9.52100 -7.41188
H -1.50446 8.35414 -7.52974
```

Properties
LUMO level	-4.7301	eV
gap between HOMO and LUMO	7.091	eV
multiplicity	1
total charge	+1

***

No. 3
Computed, not measured: C18H17F3N6O2S as an isolated structure in a non-equilibrium geometry, with ωB97M-V with the def2-TZVPD basis set.

The geometry in XYZ format:
```
47
Properties=species:S:1:pos:R:3
O -0.68009 2.01469 2.93871
S -0.20954 2.56013 1.61611
O 0.22792 3.89603 1.61386
N -1.29925 2.36468 0.44255
C -2.62200 1.87442 0.57627
C -2.86226 0.76953 -0.26447
N -2.14103 1.07582 -1.35561
C -0.73877 0.35739 -1.74314
N 0.42762 0.92601 -2.00892
N 1.16983 -0.12624 -2.06910
N 0.86322 -1.29802 -1.71730
N -0.46444 -0.97239 -1.59444
C -1.64762 -1.99013 -1.59855
C -1.07413 -3.33384 -0.77656
C -1.95581 -4.28475 -0.84589
C -3.32152 -4.18048 -1.12905
C -3.84162 -3.02015 -1.90404
C -2.86788 -1.95096 -1.92613
H -3.03580 -1.22283 -2.58461
H -4.65790 -3.01920 -2.19959
H -3.90441 -5.00431 -1.24898
H -1.61549 -5.22168 -0.03858
H -0.04973 -3.39369 -0.34629
C -1.96197 2.37746 -1.62154
H -1.23695 2.47451 -2.95311
C -1.20382 3.07880 -0.75791
H -1.76175 4.25365 -0.63625
H -0.01012 3.13281 -0.99572
H -3.03426 2.79367 -1.75847
H -3.92823 0.66078 -0.54405
H -2.42561 -0.35732 0.04554
H -3.28635 2.58652 0.65035
H -2.45823 1.28619 1.77951
C 1.17097 1.82904 1.02323
C 1.28498 0.45800 1.37525
C 2.50977 -0.50129 0.93082
C 3.39518 0.24650 -0.11872
C 3.15455 1.52422 -0.00692
C 2.24373 2.33266 0.30020
H 2.23996 3.41011 0.23490
H 3.82177 1.98744 -0.79496
H 4.15111 -0.33573 -0.08255
C 2.48393 -1.70517 1.29246
F 1.18430 -2.29009 1.34390
F 3.33059 -2.45885 0.36690
F 2.96140 -2.05445 2.35691
H 0.43305 -0.06001 1.99382
```

Properties
LUMO level	-0.7586	eV
gap between HOMO and LUMO	8.295	eV
multiplicity	1

***

No. 4
Computed, not measured: an isolated ion of composition C5H6N and charge +1 in a non-equilibrium geometry, with ωB97M-V with the def2-TZVPD basis set.

The geometry in XYZ format:
```
12
Properties=species:S:1:pos:R:3
C 0.02216 0.39843 0.34025
C -0.82473 1.01506 1.22334
C -1.33710 -1.10208 -1.13875
C -0.20166 -0.48284 -0.84138
C 2.45207 0.20443 0.48971
N 1.33113 0.51932 0.48398
H -0.16171 1.54245 1.96011
H -1.87109 1.23149 1.33241
H -1.40577 -1.68886 -2.06743
H -2.14737 -1.07026 -0.39857
H 0.66554 -0.55716 -1.58433
H 3.47852 -0.00997 0.20067
```

Properties
LUMO level	-5.7308	eV
gap between HOMO and LUMO	8.270	eV
multiplicity	1
SMILES	C#[N+]C(=C)C=C
total charge	+1
ΔE to the lowest compared entry with this formula, charge and spin	86.0	kcal per mole

***

No. 5
Computed, not measured: a single C2H2OS molecule in a non-equilibrium geometry, with ωB97M-V with the def2-TZVPD basis set.

The geometry in XYZ format:
```
6
Properties=species:S:1:pos:R:3
C 0.67852 -0.37830 -0.06379
C -0.54387 0.44812 -0.06553
H 0.47630 -1.48515 0.09892
H -0.33889 1.46998 0.11037
O 1.76686 0.06135 -0.03995
S -2.03892 -0.11601 -0.04002
```

Properties
LUMO level	-1.6133	eV
gap between HOMO and LUMO	7.950	eV
multiplicity	1
SMILES	O=CC=S
ΔE to the lowest compared entry with this formula, charge and spin	3.6	kcal per mole